No. 1
ORCA calculation (wB97M-V/def2-TZVPD) on a gas-phase ion, C4H8NS2 (charge +1) in a non-equilibrium geometry.

Each line ends with the Mulliken charge.
Positions of all 15 atoms, in Å:
C (-1.219, -0.432, -1.507)  -1.196
C (-0.423, 0.409, -0.214)  0.062
S (-1.579, 1.566, 0.685)  -0.136
N (0.228, -0.471, 0.784)  -0.122
C (1.517, 0.163, 1.178)  -0.607
C (1.856, 1.178, 0.362)  -0.029
S (0.895, 1.335, -1.068)  0.008
H (-1.377, 0.465, -2.165)  0.401
H (-2.115, -0.846, -0.989)  0.389
H (-0.440, -1.135, -2.016)  0.451
H (-2.473, 1.732, -0.324)  0.195
H (0.389, -1.350, 0.224)  0.401
H (-0.314, -0.735, 1.606)  0.416
H (1.936, 0.076, 2.153)  0.370
H (2.609, 1.965, 0.338)  0.396

Calculated values
E_HOMO in eV: -13.186
Frontier orbital gap in Ha: 0.3539
SMILES string: C[C@@]1(S)[NH2+]C=CS1
Total charge: +1



No. 2
ORCA calculation (wB97M-V/def2-TZVPD) on 2 unconnected molecules or ions with the total composition C4H8O in a non-equilibrium geometry.

Each line ends with the Mulliken charge.
Positions of all 13 atoms, in Å:
C (-2.524, 1.878, -3.422)  -0.874
C (-1.504, 2.768, -4.165)  0.199
O (-0.602, 3.457, -3.682)  -0.481
H (-3.394, 1.872, -3.925)  0.330
H (-2.585, 2.099, -2.419)  0.306
H (-2.011, 0.863, -3.522)  0.241
H (-1.687, 2.691, -5.263)  0.280
C (2.472, -2.228, 4.916)  -0.510
C (2.397, -2.972, 3.803)  -0.414
H (2.339, -2.570, 5.975)  0.198
H (2.329, -1.210, 5.010)  0.266
H (2.257, -4.037, 3.867)  0.211
H (2.512, -2.610, 2.827)  0.249

Calculated values
E_HOMO in eV: -9.951
Frontier orbital gap in Ha: 0.4031
SMILES string: CC=O.C=C



No. 3
ORCA calculation (wB97M-V/def2-TZVPD) on a molecular structure, C4H8O in a non-equilibrium geometry.

Each line ends with the Mulliken charge.
Positions of all 13 atoms, in Å:
C (1.530, -0.156, -1.023)  -1.268
C (0.605, 0.073, 0.170)  0.435
C (-0.392, -0.984, 0.540)  -0.611
C (-1.414, 0.145, 0.441)  -0.302
H (0.955, -0.606, -1.832)  0.316
H (2.360, -0.802, -0.673)  0.330
H (1.966, 0.770, -1.324)  0.320
H (1.172, 0.424, 1.061)  0.262
H (-0.583, -1.815, -0.136)  0.250
H (-0.248, -1.366, 1.557)  0.247
H (-2.263, 0.020, -0.184)  0.269
H (-1.691, 0.528, 1.417)  0.207
O (-0.455, 1.047, -0.082)  -0.456

Calculated values
E_HOMO in eV: -9.477
Frontier orbital gap in Ha: 0.3921



No. 4
ORCA calculation (wB97M-V/def2-TZVPD) on 2 unconnected molecules or ions with the total composition C4H8O in a non-equilibrium geometry.

Each line ends with the Mulliken charge.
Positions of all 13 atoms, in Å:
C (-0.712, 1.040, -2.268)  -0.582
C (-1.609, 0.188, -1.782)  -0.050
O (-2.221, 0.611, -0.577)  -0.488
H (-0.093, 0.829, -3.141)  0.240
H (-0.238, 1.841, -1.717)  0.252
H (-2.113, -0.536, -2.398)  0.318
H (-3.183, 0.677, -0.781)  0.308
C (2.817, -0.500, 2.483)  -0.381
C (1.877, -1.353, 2.123)  -0.486
H (3.646, -0.286, 1.821)  0.216
H (2.848, -0.049, 3.464)  0.226
H (1.885, -1.880, 1.171)  0.199
H (1.080, -1.774, 2.726)  0.228

Calculated values
E_HOMO in eV: -9.473
Frontier orbital gap in Ha: 0.3811
SMILES string: C=CO.C=C



No. 5
ORCA calculation (wB97M-V/def2-TZVPD) on a single C4H8O molecule in a non-equilibrium geometry.

Each line ends with the Mulliken charge.
Positions of all 13 atoms, in Å:
C (2.218, -0.262, -0.155)  -0.714
C (0.865, -0.548, -0.069)  0.057
C (-0.086, 0.520, 0.266)  -0.569
C (-1.472, 0.352, -0.340)  -0.443
O (-2.021, -0.843, -0.088)  -0.505
H (2.481, 0.784, -0.166)  0.259
H (3.006, -1.017, -0.330)  0.251
H (0.476, -1.615, 0.006)  0.202
H (0.196, 1.513, -0.054)  0.314
H (-0.257, 0.507, 1.358)  0.264
H (-1.471, 0.478, -1.475)  0.298
H (-2.110, 1.216, 0.068)  0.246
H (-1.825, -1.083, 0.982)  0.341

Calculated values
E_HOMO in eV: -9.436
Frontier orbital gap in Ha: 0.3793
SMILES string: C=CCCO



No. 6
ORCA calculation (wB97M-V/def2-TZVPD) on a single C4H8O molecule.

Each line ends with the Mulliken charge.
Positions of all 13 atoms, in Å:
O (1.366, -0.683, 1.132)  -0.492
C (1.365, 0.414, 0.241)  -0.573
C (0.052, 0.555, -0.520)  0.000
C (-1.220, 0.374, 0.254)  -0.294
C (-0.776, -0.686, -0.717)  -0.747
H (0.950, -1.425, 0.673)  0.267
H (2.209, 0.347, -0.466)  0.282
H (1.522, 1.301, 0.865)  0.296
H (0.083, 1.296, -1.320)  0.380
H (-1.082, 0.147, 1.308)  0.215
H (-2.104, 0.969, 0.036)  0.263
H (-0.400, -1.609, -0.282)  0.144
H (-1.319, -0.877, -1.637)  0.260

Calculated values
E_HOMO in eV: -10.068
Frontier orbital gap in Ha: 0.4103
SMILES string: OCC1CC1



No. 7
ORCA calculation (wB97M-V/def2-TZVPD) on a single C4H8O molecule.

Each line ends with the Mulliken charge.
Positions of all 13 atoms, in Å:
C (-0.616, -1.853, -0.016)  -0.785
C (-1.254, -0.902, -0.687)  0.190
O (-0.818, 0.390, -0.720)  -0.357
C (0.561, 0.655, -0.461)  -0.508
C (0.699, 1.409, 0.854)  -0.912
H (-0.777, -2.913, -0.177)  0.249
H (0.160, -1.496, 0.655)  0.236
H (-2.180, -1.067, -1.250)  0.345
H (0.910, 1.232, -1.326)  0.269
H (1.166, -0.260, -0.431)  0.397
H (0.429, 0.767, 1.701)  0.247
H (0.005, 2.250, 0.822)  0.277
H (1.713, 1.788, 1.036)  0.351

Calculated values
E_HOMO in eV: -8.836
Frontier orbital gap in Ha: 0.3670
SMILES string: C=COCC



No. 8
ORCA calculation (wB97M-V/def2-TZVPD) on 3 unconnected molecules or ions with the total composition C4H8O.

Each line ends with the Mulliken charge.
Positions of all 13 atoms, in Å:
C (-0.523, 0.857, -1.184)  -0.540
C (-1.111, -0.279, -1.001)  -0.120
C (-1.511, 0.812, -0.053)  -0.448
H (0.168, 1.471, -1.742)  0.376
H (-1.264, -1.311, -1.278)  0.372
H (-1.151, 0.780, 0.981)  0.155
H (-2.486, 1.298, -0.154)  0.216
H (0.398, -2.273, 0.887)  -0.139
H (-0.190, -2.672, 0.666)  0.142
C (1.958, 0.339, 0.693)  -0.067
O (2.225, -0.743, 1.152)  -0.400
H (2.491, 0.749, -0.187)  0.229
H (1.170, 0.987, 1.121)  0.225

Calculated values
E_HOMO in eV: -9.740
Frontier orbital gap in Ha: 0.3876
SMILES string: C1=CC1.[H][H].C=O



No. 9
ORCA calculation (wB97M-V/def2-TZVPD) on a single C4H8O molecule in a non-equilibrium geometry.

Each line ends with the Mulliken charge.
Positions of all 13 atoms, in Å:
C (-1.774, 0.017, 0.183)  -1.169
C (-0.402, 0.418, -0.314)  -0.457
C (0.757, 0.299, 0.612)  -0.125
C (1.748, -0.222, -0.355)  -0.292
O (1.518, -1.234, -1.139)  -0.475
H (-2.211, 0.763, 0.874)  0.295
H (-1.760, -0.938, 0.726)  0.303
H (-2.490, -0.103, -0.639)  0.340
H (0.504, -1.252, -1.087)  0.452
H (-0.386, 1.350, -0.878)  0.231
H (1.152, 1.187, 1.132)  0.288
H (0.597, -0.485, 1.373)  0.222
H (2.747, 0.199, -0.487)  0.386

Calculated values
E_HOMO (spin up / spin down) in eV: -8.078 / -6.372
Frontier orbital gap (spin up / spin down) in Ha: 0.3378 / 0.2258



No. 10
ORCA calculation (wB97M-V/def2-TZVPD) on a single C4H8O molecule in a non-equilibrium geometry.

Each line ends with the Mulliken charge.
Positions of all 13 atoms, in Å:
C (-0.743, 0.713, 0.188)  -0.529
C (0.694, 0.769, -0.289)  -0.511
C (1.204, -0.591, 0.185)  -0.386
O (0.121, -1.483, -0.123)  -0.384
C (-1.094, -0.748, -0.096)  -0.392
H (-1.410, 1.390, -0.360)  0.299
H (-0.860, 0.949, 1.260)  0.264
H (1.260, 1.595, 0.145)  0.328
H (0.717, 0.853, -1.395)  0.254
H (2.097, -0.926, -0.369)  0.286
H (1.401, -0.556, 1.282)  0.255
H (-1.799, -1.134, 0.659)  0.259
H (-1.589, -0.830, -1.088)  0.256

Calculated values
E_HOMO in eV: -9.585
Frontier orbital gap in Ha: 0.3937
SMILES string: C1CCOC1



No. 11
ORCA calculation (wB97M-V/def2-TZVPD) on a single C4H8O molecule.

Each line ends with the Mulliken charge.
Positions of all 13 atoms, in Å:
C (1.251, 0.659, 0.058)  -1.177
C (-0.008, -0.137, -0.403)  0.719
C (-1.383, 0.505, -0.194)  -1.426
C (0.117, -1.408, 0.398)  -0.313
O (-0.504, -1.643, 1.406)  -0.489
H (0.986, 1.594, 0.558)  0.323
H (1.836, 0.083, 0.790)  0.334
H (1.929, 0.874, -0.771)  0.278
H (0.105, -0.393, -1.465)  0.290
H (-2.165, -0.252, -0.331)  0.332
H (-1.584, 1.307, -0.912)  0.396
H (-1.501, 0.903, 0.817)  0.325
H (0.921, -2.091, 0.048)  0.406

Calculated values
E_HOMO in eV: -9.721
Frontier orbital gap in Ha: 0.3949
SMILES string: CC(C)C=O



No. 12
ORCA calculation (wB97M-V/def2-TZVPD) on a single C4H8O molecule in a non-equilibrium geometry.

Each line ends with the Mulliken charge.
Positions of all 13 atoms, in Å:
O (-0.475, 1.438, 1.063)  -0.483
C (-0.798, 0.082, 1.396)  -0.460
C (-0.524, -0.171, -0.259)  -0.035
C (0.570, -1.061, -0.681)  -0.331
C (0.596, 0.318, -1.286)  -0.688
H (0.475, 1.518, 1.069)  0.303
H (-1.710, 0.210, 2.075)  0.211
H (-0.069, -0.382, 2.110)  0.217
H (-1.476, -0.161, -0.765)  0.346
H (1.334, -1.212, 0.085)  0.216
H (0.317, -1.944, -1.242)  0.259
H (1.442, 0.978, -1.068)  0.239
H (0.311, 0.405, -2.350)  0.204

Calculated values
E_HOMO in eV: -8.405
Frontier orbital gap in Ha: 0.3468
SMILES string: OCC1CC1